A single C6H11N molecule in a non-equilibrium geometry. Source: OMol25; level of theory: ωB97M-V with the def2-TZVPD basis set.

Results
largest force on an atom	1.16	eV/A
E_HOMO	-8.613	eV
M	97.16	g/mol
DFT total energy	-7888.96570	eV
SMILES	C=C/C=C/CCN
energy relative to the best compared isomer or geometry (same formula, charge and spin)	36.1	kcal/mol
gap between HOMO and LUMO	9.622	eV
multiplicity	1
LUMO	1.0	eV
charge	0

Last columns: bonded neighbours and bond lengths (Å).
Element x y z (Å)
1 C -0.08 2.46 -2.22  C2 1.330, H8 1.084, H9 1.078
2 C -0.65 2.14 -1.06  C1 1.330, C3 1.457, H10 1.076
3 C -0.43 0.84 -0.44  C2 1.457, C4 1.337, H11 1.087
4 C -0.69 0.52 0.83  C3 1.337, C5 1.510, H12 1.085
5 C -0.58 -0.88 1.39  C4 1.510, C6 1.549, H13 1.093, H14 1.090
6 C 0.78 -1.62 1.26  C5 1.549, N7 1.477, H15 1.091, H16 1.083
7 N 0.85 -2.39 0.00  C6 1.477, H17 1.010, H18 1.012
8 H 0.55 1.73 -2.73  C1 1.084
9 H -0.27 3.34 -2.80  C1 1.078
10 H -1.26 2.90 -0.61  C2 1.076
11 H 0.16 0.14 -1.02  C3 1.087
12 H -1.18 1.24 1.49  C4 1.085
13 H -1.27 -1.53 0.85  C5 1.093
14 H -0.91 -0.91 2.43  C5 1.090
15 H 1.56 -0.86 1.30  C6 1.091
16 H 0.84 -2.33 2.07  C6 1.083
17 H 1.64 -3.02 0.05  N7 1.010
18 H 0.94 -1.78 -0.79  N7 1.012